1.
Here is C34H32BN12O2Sr as an isolated structure at a distorted geometry from the OMol25 dataset. Energies are from ωB97M-V with the def2-TZVPD basis set.

Values from the calculation:
2S+1: 2
net charge: 0
highest occupied orbital energy (alpha / beta): -7.297 / -8.172 eV
molecular weight: 739.14 g mol⁻¹

```
82
C34H32BN12O2Sr | the OMol25 dataset | ωB97M-V with the def2-TZVPD basis set
Sr 0.820 0.236 -0.935
O 4.088 -2.144 -2.246
C 2.990 -2.023 -1.721
N 1.924 -1.402 -2.264
C 1.540 -1.561 -3.524
C 1.848 -2.712 -4.287
C 1.341 -2.879 -5.545
C 0.488 -1.910 -6.105
C 0.167 -0.781 -5.404
C 0.687 -0.555 -4.106
N 0.362 0.493 -3.360
C -0.099 1.653 -3.872
O 0.346 2.232 -4.851
C -1.234 2.233 -3.083
C -1.938 3.311 -3.618
C -3.032 3.797 -2.928
C -3.384 3.178 -1.737
C -2.626 2.102 -1.295
N -1.579 1.634 -1.949
C 2.740 -2.535 -0.338
C 3.711 -3.332 0.261
C 3.457 -3.850 1.517
C 2.239 -3.566 2.116
C 1.326 -2.782 1.423
N 1.567 -2.273 0.227
H 2.484 -3.463 -3.841
H 1.583 -3.766 -6.112
H 0.078 -2.071 -7.092
H -0.496 -0.040 -5.825
H -1.605 3.737 -4.553
H -3.601 4.633 -3.309
H -4.234 3.523 -1.172
H -2.876 1.588 -0.375
H 4.631 -3.519 -0.272
H 4.191 -4.464 2.019
H 2.001 -3.947 3.096
H 0.362 -2.545 1.855
C 4.138 0.275 1.083
C 2.903 0.153 1.903
C 2.799 -0.060 3.284
C 1.448 0.001 3.548
N 0.804 0.216 2.388
N 1.693 0.312 1.387
B -0.662 0.630 2.161
N -0.565 2.036 1.523
C -0.750 3.238 2.096
C -0.267 4.205 1.241
C 0.241 3.490 0.149
C 0.953 4.006 -1.052
N 0.050 2.194 0.343
N -1.429 -0.353 1.227
C -2.576 -0.997 1.519
C -2.955 -1.728 0.416
C -1.963 -1.478 -0.538
C -1.868 -1.994 -1.930
N -1.062 -0.653 -0.023
N -1.459 0.635 3.454
C -2.663 1.227 3.652
C -3.270 0.621 4.722
C -2.357 -0.371 5.129
C -2.543 -1.381 6.206
N -1.288 -0.348 4.356
H 5.004 -0.014 1.673
H 4.261 1.312 0.764
H 4.094 -0.357 0.198
H 3.599 -0.230 3.977
H 0.912 -0.103 4.472
H -1.174 3.351 3.073
H -0.279 5.267 1.375
H 1.130 5.073 -0.951
H 0.373 3.831 -1.958
H 1.914 3.496 -1.162
H -3.067 -0.929 2.468
H -3.822 -2.349 0.314
H -2.673 -2.701 -2.119
H -0.913 -2.492 -2.091
H -1.946 -1.171 -2.640
H -3.020 2.002 3.004
H -4.225 0.842 5.154
H -3.254 -1.014 6.942
H -1.595 -1.610 6.685
H -2.938 -2.306 5.783
```

***

2.
Here is C34H32Br4N4O4SScTe as an isolated structure at a distorted geometry from the OMol25 dataset. Energies are from ωB97M-V with the def2-TZVPD basis set.

Values from the calculation:
2S+1: 2
net charge: -2
highest occupied orbital energy (alpha / beta): -0.397 / -2.131 eV
ΔE to the lowest compared entry with this formula, charge and spin: 170.06 kJ/mol
molecular weight: 1084.89 g mol⁻¹

```
81
C34H32Br4N4O4SScTe | the OMol25 dataset | ωB97M-V with the def2-TZVPD basis set
Sc 2.425 -1.176 0.148
N 0.749 1.945 3.335
C 1.496 1.127 2.497
S 1.488 1.461 0.844
N 2.157 0.137 3.076
N 2.903 -0.603 2.253
C 3.632 -1.509 2.809
C 4.623 -2.297 2.120
C 5.278 -3.299 2.838
C 6.277 -4.070 2.286
C 6.658 -3.863 0.965
C 6.036 -2.888 0.217
C 5.018 -2.099 0.767
O 4.421 -1.201 0.036
H -0.159 2.144 2.903
H 0.605 1.435 4.204
H 3.483 -1.660 3.882
H 4.973 -3.465 3.866
H 6.747 -4.842 2.883
H 7.426 -4.477 0.514
H 6.292 -2.719 -0.816
Br 0.212 -7.765 -1.062
C 0.403 -6.025 -0.334
C -0.426 -5.593 0.675
Br -1.776 -6.723 1.369
C -0.287 -4.306 1.197
Br -1.370 -3.693 2.618
C 0.662 -3.427 0.703
O 0.852 -2.212 1.110
C 1.543 -3.891 -0.330
O 2.454 -3.062 -0.712
C 1.393 -5.172 -0.827
Br 2.606 -5.704 -2.178
C 1.304 -2.005 -3.311
C 0.437 -1.272 -2.297
O -0.809 -1.382 -2.377
N 1.042 -0.487 -1.414
Te -0.606 0.327 -0.273
C -1.920 1.865 1.013
C -2.060 3.235 0.843
C -1.212 3.973 -0.152
C -2.978 3.963 1.599
C -3.776 3.352 2.553
C -4.763 4.136 3.363
C -3.614 1.985 2.750
C -2.704 1.252 1.999
C -2.558 -0.209 2.286
C -1.241 1.497 -1.927
C -2.586 1.397 -2.251
C -3.483 0.448 -1.542
C -3.099 2.188 -3.277
C -2.289 3.053 -3.997
C -2.851 3.915 -5.093
C -0.942 3.099 -3.675
C -0.401 2.338 -2.641
C 1.039 2.520 -2.287
H 0.852 -2.971 -3.531
H 2.327 -2.150 -2.960
H 1.311 -1.415 -4.229
H -0.224 3.510 -0.240
H -1.077 5.009 0.156
H -1.667 3.970 -1.142
H -3.058 5.034 1.444
H -4.706 5.196 3.123
H -4.579 4.026 4.432
H -5.787 3.806 3.177
H -4.202 1.479 3.508
H -3.115 -0.483 3.181
H -1.518 -0.502 2.433
H -2.923 -0.827 1.463
H -3.007 -0.530 -1.458
H -4.410 0.326 -2.106
H -3.729 0.806 -0.541
H -4.148 2.106 -3.526
H -3.916 3.733 -5.221
H -2.359 3.721 -6.047
H -2.720 4.974 -4.869
H -0.285 3.761 -4.224
H 1.546 3.064 -3.084
H 1.528 1.559 -2.123
H 1.141 3.101 -1.367
```

***

3.
Here is C34H32BrF4PPdSi2 as an isolated structure from the OMol25 dataset. Energies are from ωB97M-V with the def2-TZVPD basis set.

Values from the calculation:
2S+1: 1
net charge: 0
highest occupied orbital energy: -7.852 eV
ΔE to the lowest compared entry with this formula, charge and spin: 0.00 kJ/mol
molecular weight: 790.09 g mol⁻¹

```
75
C34H32BrF4PPdSi2 | the OMol25 dataset | ωB97M-V with the def2-TZVPD basis set
Pd 0.104 -0.831 0.569
F -3.193 -2.020 6.940
C -2.732 -1.426 5.844
C -3.023 -0.094 5.596
F -3.763 0.594 6.464
C -2.535 0.506 4.452
F -2.833 1.796 4.273
C -1.759 -0.175 3.516
P -1.043 0.678 2.055
C -2.452 1.618 1.395
C -2.216 2.804 0.703
C -3.260 3.473 0.087
C -4.546 2.956 0.139
C -4.784 1.765 0.811
C -3.743 1.099 1.437
C 0.013 1.879 2.941
C -0.372 3.159 3.327
C 0.506 3.961 4.041
C 1.763 3.491 4.389
C 2.151 2.212 4.013
C 1.284 1.417 3.283
C -1.475 -1.511 3.798
Br -0.408 -2.576 2.659
C -1.952 -2.127 4.942
F -1.674 -3.405 5.202
H -1.209 3.198 0.632
H -3.066 4.395 -0.445
H -5.360 3.475 -0.350
H -5.785 1.355 0.852
H -3.939 0.168 1.956
H -1.356 3.531 3.078
H 0.200 4.958 4.333
H 2.442 4.120 4.949
H 3.133 1.840 4.275
H 1.598 0.428 2.963
C 2.732 -2.774 -0.324
Si 0.959 -2.459 -0.932
C -0.092 -3.989 -0.476
C 0.913 -2.637 -2.807
C -0.321 -2.552 -3.458
C -0.434 -2.766 -4.823
C 0.697 -3.068 -5.569
C 1.930 -3.154 -4.941
C 2.035 -2.940 -3.572
H 3.131 -3.703 -0.740
H 2.760 -2.856 0.764
H 3.403 -1.961 -0.600
H 0.258 -4.831 -1.079
H -1.146 -3.830 -0.713
H -0.028 -4.286 0.568
H -1.214 -2.310 -2.889
H -1.400 -2.693 -5.306
H 0.618 -3.229 -6.636
H 2.818 -3.380 -5.519
H 3.012 -2.995 -3.108
C 1.508 1.812 -0.201
Si 0.605 0.483 -1.220
C -1.003 1.056 -2.039
C 1.817 0.247 -2.686
C 1.443 0.384 -4.022
C 2.383 0.379 -5.047
C 3.733 0.251 -4.761
C 4.134 0.128 -3.437
C 3.187 0.127 -2.428
H 0.984 2.718 0.103
H 2.420 2.111 -0.722
H 1.831 1.287 0.701
H -0.932 2.062 -2.460
H -1.861 1.016 -1.368
H -1.229 0.362 -2.853
H 0.401 0.483 -4.293
H 2.054 0.478 -6.074
H 4.466 0.248 -5.557
H 5.185 0.029 -3.193
H 3.529 0.041 -1.402
```

***

The calculation returns the following calculated total energy values, one per record and in order: -2178.19133; -13558.01051; -5336.56590 a.u..